126
Properties=species:S:1:pos:R:3 method="wB97M-V/def2-TZVPD" gap_ev=8.19 charge=0 smiles="c1cc[nH]c1.c1cc[nH]c1.c1cc[nH]c1.c1cc[nH]c1.c1cc[nH]c1.NC(N)=O.NC(N)=O.CCCC#N.CCCC#N.CCCC#N.CCCC#N.CCCC#N" max_force_ev_per_a=5.0 e_tot_ha=-2558.048521
C -0.984 0.310 1.173
C -2.192 0.637 0.549
C -2.196 -0.140 -0.620
N -1.153 -0.971 -0.647
C -0.332 -0.731 0.435
H -0.568 0.656 2.108
H -2.951 1.331 0.877
H -2.905 -0.140 -1.434
H -0.757 -1.495 -1.414
H 0.635 -1.186 0.592
C -6.157 7.689 1.271
C -6.198 7.478 -0.114
C -7.124 8.402 -0.603
N -7.421 9.274 0.512
C -6.862 8.790 1.635
H -5.445 7.210 1.926
H -5.650 6.735 -0.674
H -7.608 8.618 -1.544
H -8.127 9.996 0.512
H -6.908 9.425 2.508
C 4.722 4.874 -0.129
C 5.520 5.220 -1.184
C 5.373 4.183 -2.088
N 4.490 3.319 -1.582
C 3.995 3.754 -0.402
H 4.550 5.477 0.750
H 6.110 6.119 -1.281
H 5.882 4.069 -3.034
H 4.283 2.437 -2.029
H 3.191 3.280 0.142
C -8.190 -2.907 4.301
C -7.378 -3.963 3.982
C -6.181 -3.393 3.424
N -6.281 -2.020 3.402
C -7.471 -1.737 4.089
H -9.184 -3.042 4.701
H -7.613 -5.013 4.080
H -5.434 -3.836 2.782
H -5.619 -1.376 2.995
H -7.818 -0.720 3.991
C -1.752 2.135 8.109
C -2.080 2.400 9.488
C -3.116 3.333 9.404
N -3.490 3.470 8.064
C -2.666 2.779 7.253
H -0.962 1.500 7.737
H -1.584 1.994 10.357
H -3.648 3.735 10.254
H -4.197 4.127 7.767
H -2.711 2.888 6.179
N -1.901 -3.001 6.933
C -0.652 -3.318 6.576
N -0.540 -3.392 5.302
O 0.292 -3.438 7.363
H -2.710 -3.028 6.328
H -1.946 -2.943 7.940
H 0.430 -3.235 5.065
H -1.305 -3.104 4.709
N 5.458 -0.200 -6.333
C 4.330 -0.785 -6.030
N 3.697 -1.395 -6.999
O 3.988 -0.848 -4.844
H 5.872 0.255 -5.533
H 5.831 -0.424 -7.245
H 2.822 -1.786 -6.682
H 3.971 -1.382 -7.972
C 6.515 5.248 7.607
C 5.497 4.280 7.021
C 6.245 3.382 6.000
C 5.563 2.341 5.310
N 5.028 1.474 4.735
H 6.867 5.958 6.859
H 7.387 4.785 8.071
H 6.102 5.909 8.368
H 4.627 4.819 6.646
H 5.066 3.787 7.893
H 7.034 2.813 6.491
H 6.648 4.005 5.201
C 4.456 -9.030 -1.315
C 3.458 -7.856 -1.647
C 2.148 -8.185 -2.217
C 2.066 -9.069 -3.414
N 1.950 -9.783 -4.312
H 4.395 -9.424 -0.300
H 5.486 -8.676 -1.274
H 4.334 -9.814 -2.062
H 3.772 -7.193 -2.453
H 3.416 -7.207 -0.772
H 1.616 -7.270 -2.477
H 1.628 -8.780 -1.466
C 8.208 -1.980 -0.717
C 8.717 -0.763 0.075
C 10.122 -0.237 -0.258
C 10.343 0.059 -1.706
N 10.489 0.222 -2.847
H 8.551 -2.971 -0.418
H 8.394 -1.958 -1.791
H 7.147 -2.097 -0.498
H 8.657 -1.079 1.117
H 7.982 0.029 -0.066
H 10.752 -0.957 0.264
H 10.191 0.716 0.265
C -4.020 -7.822 -3.760
C -4.765 -7.443 -5.112
C -3.681 -7.311 -6.195
C -2.573 -6.266 -5.949
N -1.742 -5.446 -5.873
H -3.611 -8.831 -3.797
H -4.672 -7.826 -2.886
H -3.239 -7.091 -3.550
H -5.332 -6.512 -5.120
H -5.498 -8.195 -5.406
H -4.170 -7.008 -7.121
H -3.190 -8.267 -6.378
C -5.724 4.656 -10.250
C -5.524 5.613 -8.984
C -6.583 5.362 -7.889
C -6.292 4.091 -7.224
N -6.241 3.129 -6.594
H -6.759 4.696 -10.588
H -5.425 3.659 -9.925
H -5.038 4.939 -11.048
H -5.469 6.594 -9.457
H -4.549 5.503 -8.509
H -7.570 5.181 -8.315
H -6.672 6.143 -7.134